# 1
The following is a DFT calculation (ωB97M-V/def2-TZVPD) of C6H12 as an isolated structure in a non-equilibrium geometry.

The geometry in XYZ format:
```
18
Properties=species:S:1:pos:R:3:forces:R:3
C -2.87718 -0.26827 -0.27283 0.5 0.2 1.3
C -1.40703 0.46072 0.25003 -2.1 2.8 0.4
C -0.25217 -0.42978 0.18017 0.4 -1.3 1.2
C 1.03207 -0.07949 0.00486 -1.4 -0.1 -0.1
C 1.52110 1.30097 -0.10270 2.1 2.3 0.9
C 2.07935 -1.08601 -0.06409 3.1 -3.3 -0.5
H -3.21679 -1.18795 0.54858 1.4 2.4 -2.7
H -3.71272 0.51809 -0.10301 1.4 -1.3 -0.7
H -2.80627 -0.61448 -1.41456 -0.3 0.6 2.8
H -1.65921 0.91635 1.36065 0.7 -1.4 -2.5
H -0.99603 1.46340 -0.32320 -2.0 -2.3 1.0
H -0.46666 -1.47871 0.49663 0.3 0.6 -0.7
H 1.93577 1.57640 0.99091 -0.5 -0.4 -2.5
H 0.78223 2.07435 -0.32936 -0.1 -0.3 0.2
H 2.36580 1.47602 -0.90314 -1.4 -0.6 1.7
H 2.60547 -1.45740 1.16156 -1.4 1.4 -4.0
H 3.01477 -0.49339 -0.89807 -2.6 -2.6 2.8
H 1.57679 -2.18151 -0.55967 2.0 3.3 1.5
```
Positions in Å, forces in eV/Å.

Frontier orbital gap   0.351 hartree
HOMO   -8.57 eV
ΔE to the lowest compared entry with this formula, charge and spin   511.81 kJ/mol

Charges in e, computed with Mulliken, in the same order as the atoms: atom 1 (C): -0.895, atom 2 (C): -0.258, atom 3 (C): -0.372, atom 4 (C): 0.860, atom 5 (C): -1.347, atom 6 (C): -0.926, atom 7 (H): 0.238, atom 8 (H): 0.308, atom 9 (H): 0.256, atom 10 (H): 0.199, atom 11 (H): 0.111, atom 12 (H): 0.224, atom 13 (H): 0.203, atom 14 (H): 0.392, atom 15 (H): 0.300, atom 16 (H): 0.209, atom 17 (H): 0.236, atom 18 (H): 0.264

# 2
The following is a DFT calculation (ωB97M-V/def2-TZVPD) of C4H6O2 as an isolated structure.

The geometry in XYZ format:
```
12
Properties=species:S:1:pos:R:3:forces:R:3
C 0.63831 1.42453 -0.20428 0.0 0.0 0.0
C -0.39776 0.31538 -0.33455 0.1 0.1 -0.3
C 0.09289 -1.13897 -0.30440 0.1 -0.1 0.0
C -0.71135 -1.20955 0.98316 -0.1 -0.5 0.4
O -0.96535 -2.02090 1.81911 0.1 0.4 -0.4
O -1.12860 0.08807 0.91831 -0.1 0.0 0.1
H 1.59799 1.11189 -0.63162 -0.2 0.1 0.0
H 0.78743 1.65065 0.85710 0.0 0.0 -0.2
H 0.31939 2.34095 -0.71057 0.0 -0.2 0.1
H -1.12792 0.51404 -1.12399 0.1 0.0 0.1
H -0.27310 -1.79394 -1.09833 0.0 0.1 0.1
H 1.16807 -1.28216 -0.16994 -0.2 0.0 0.0
```
Positions in Å, forces in eV/Å.

Frontier orbital gap   0.420 hartree
HOMO   -10.52 eV
ΔE to the lowest compared entry with this formula, charge and spin   56.96 kJ/mol

Charges in e, computed with Mulliken, in the same order as the atoms: atom 1 (C): -1.231, atom 2 (C): 0.363, atom 3 (C): -0.501, atom 4 (C): 0.499, atom 5 (O): -0.543, atom 6 (O): -0.397, atom 7 (H): 0.319, atom 8 (H): 0.330, atom 9 (H): 0.302, atom 10 (H): 0.343, atom 11 (H): 0.272, atom 12 (H): 0.244

# 3
The following is a DFT calculation (ωB97M-V/def2-TZVPD) of C20H24IrN6O6P2 as an isolated structure.

The geometry in XYZ format:
```
59
Properties=species:S:1:pos:R:3:forces:R:3
Ir -0.17866 -0.53088 0.03945 -0.1 0.0 -0.2
C -5.51124 -1.18911 -1.01851 0.0 0.0 0.0
N -4.18216 -1.47508 -0.46878 0.0 -0.1 0.0
C -3.85437 -2.56075 0.29548 0.0 0.0 0.0
C -2.52607 -2.45496 0.58509 0.0 0.1 0.0
N -2.05505 -1.31004 0.00058 0.1 -0.2 0.3
C -3.06722 -0.73435 -0.63837 -0.1 -0.1 -0.2
P -2.92648 0.79362 -1.62365 0.1 0.2 0.1
C -2.04324 1.69677 -0.32026 0.0 0.1 0.2
N -1.01804 1.20026 0.37596 -0.3 0.2 0.0
C -0.61752 2.14216 1.28014 0.1 -0.1 0.1
C -1.42333 3.22716 1.13024 0.0 0.0 -0.1
N -2.30829 2.93553 0.12731 0.1 0.1 0.1
C -3.35295 3.83464 -0.36930 -0.1 0.0 0.0
C -1.40233 0.35024 -2.50185 -0.2 -0.1 -0.4
N -0.35201 -0.22648 -1.93449 0.2 0.0 0.0
C 0.57639 -0.46653 -2.91027 0.0 0.0 0.0
C 0.07056 -0.00903 -4.09004 -0.1 0.0 0.0
N -1.16854 0.50175 -3.82111 0.0 -0.1 0.0
C -2.08001 1.08639 -4.80830 -0.1 0.0 0.0
H -6.19849 -1.95790 -0.68028 0.0 0.0 0.0
H -5.86392 -0.22081 -0.67202 0.0 0.0 0.0
H -5.47981 -1.19753 -2.10559 0.0 0.0 0.0
H -4.57339 -3.31487 0.56634 0.0 0.0 0.0
H -1.89113 -3.11303 1.15148 0.0 0.0 0.0
H 0.20193 1.98569 1.95947 0.0 0.0 -0.1
H -1.42862 4.16865 1.65205 0.0 0.0 0.0
H -3.28092 4.77569 0.16648 0.0 0.0 0.0
H -3.21432 4.02458 -1.43080 0.1 0.0 0.0
H -4.33745 3.40501 -0.19903 0.0 0.0 0.0
H 1.51961 -0.95037 -2.71873 0.0 0.0 0.0
H 0.49397 -0.00804 -5.07979 0.0 0.0 0.0
H -1.58611 1.09013 -5.77452 0.0 0.0 0.0
H -2.99008 0.49481 -4.87942 0.0 0.0 0.0
H -2.32831 2.10860 -4.53332 0.1 0.0 0.0
O 5.61172 1.90113 -1.94818 0.0 0.1 -0.1
C 4.47795 1.73720 -1.62958 -0.1 -0.1 0.1
C 3.94322 0.53096 -0.83732 0.0 0.2 0.1
O 4.59529 -0.40762 -0.45832 -0.2 -0.1 0.1
C 2.49234 0.75557 -0.64651 -0.3 0.4 0.0
C 2.04046 1.97106 -1.32110 0.1 -0.1 -0.1
O 0.87971 2.34230 -1.40843 0.0 0.1 0.0
C 3.26991 2.65938 -1.91895 0.0 -0.2 0.0
O 3.27129 3.69222 -2.51070 0.0 0.2 -0.1
O 1.74022 -0.00938 0.04865 0.6 -0.5 0.2
C 1.92030 -0.78751 4.00991 0.1 0.0 0.0
P 0.39716 -1.49824 3.41949 0.1 0.0 0.0
C 0.51951 -3.27508 3.56105 0.0 0.0 -0.1
C -0.91169 -0.94626 4.50214 0.0 0.0 0.0
O 0.10750 -1.10666 1.98136 -0.2 0.0 0.1
H 2.10153 -1.11382 5.03530 0.0 0.0 0.0
H 1.85105 0.30047 3.99227 0.0 0.0 0.0
H 2.75206 -1.10324 3.37922 0.0 0.0 0.0
H 0.98065 -3.55314 4.50929 0.0 0.0 0.0
H 1.13148 -3.65548 2.74260 0.0 0.0 0.0
H -0.47250 -3.72483 3.50834 0.0 0.0 0.0
H -0.74617 -1.31715 5.51484 0.0 0.0 0.0
H -1.86985 -1.31608 4.13582 0.0 0.0 0.0
H -0.93448 0.14378 4.52301 0.0 0.0 0.0
```
Positions in Å, forces in eV/Å.

Frontier orbital gap (alpha / beta)   0.246 / 0.228 hartree
<S²>   0.768
HOMO (alpha / beta)   -13.42 / -13.43 eV
Net charge   +2
Spin multiplicity   2
ΔE to the lowest compared entry with this formula, charge and spin   0.00 kJ/mol

Charges in e, computed with Mulliken, in the same order as the atoms: atom 1 (Ir): 1.876, atom 2 (C): -0.802, atom 3 (N): 0.179, atom 4 (C): -0.554, atom 5 (C): -0.515, atom 6 (N): -0.239, atom 7 (C): 0.144, atom 8 (P): -0.308, atom 9 (C): 0.008, atom 10 (N): -0.113, atom 11 (C): -0.763, atom 12 (C): -0.519, atom 13 (N): 0.182, atom 14 (C): -0.832, atom 15 (C): 0.153, atom 16 (N): -0.151, atom 17 (C): -0.618, atom 18 (C): -0.480, atom 19 (N): 0.196, atom 20 (C): -0.810, atom 21 (H): 0.330, atom 22 (H): 0.328, atom 23 (H): 0.332, atom 24 (H): 0.461, atom 25 (H): 0.560, atom 26 (H): 0.639, atom 27 (H): 0.477, atom 28 (H): 0.341, atom 29 (H): 0.334, atom 30 (H): 0.341, atom 31 (H): 0.582, atom 32 (H): 0.500, atom 33 (H): 0.337, atom 34 (H): 0.342, atom 35 (H): 0.332, atom 36 (O): -0.442, atom 37 (C): 0.498, atom 38 (C): -0.026, atom 39 (O): -0.524, atom 40 (C): 0.557, atom 41 (C): 0.905, atom 42 (O): -0.487, atom 43 (C): -0.071, atom 44 (O): -0.453, atom 45 (O): -0.587, atom 46 (C): -1.117, atom 47 (P): 0.909, atom 48 (C): -1.234, atom 49 (C): -1.123, atom 50 (O): -0.515, atom 51 (H): 0.449, atom 52 (H): 0.333, atom 53 (H): 0.368, atom 54 (H): 0.460, atom 55 (H): 0.362, atom 56 (H): 0.341, atom 57 (H): 0.440, atom 58 (H): 0.340, atom 59 (H): 0.348

# 4
The following is a DFT calculation (ωB97M-V/def2-TZVPD) of C33H30N4Ni as an isolated structure.

The geometry in XYZ format:
```
68
Properties=species:S:1:pos:R:3:forces:R:3
Ni 0.04340 -0.03248 -0.19964 0.4 0.2 0.5
C -1.95864 -3.61599 -1.51121 0.0 0.0 0.0
C -0.94100 -4.23685 -2.22356 0.0 0.0 0.0
C 0.31938 -3.67084 -2.24576 0.0 -0.1 0.0
C 0.55094 -2.46712 -1.58010 -0.2 0.0 0.1
N -0.44908 -1.88035 -0.89114 0.0 -0.2 -0.2
C -1.65431 -2.44308 -0.84950 -0.1 -0.1 0.0
C 1.84169 -1.75938 -1.52855 0.5 0.3 0.1
C 2.97503 -2.23027 -2.19660 -0.2 -0.2 0.0
C 4.18032 -1.56522 -2.07640 0.1 0.0 0.0
C 4.26299 -0.44128 -1.26386 0.0 0.1 0.1
C 3.13147 0.03163 -0.60955 0.0 0.0 -0.1
C 1.88823 -0.58422 -0.74712 -0.4 -0.1 -0.2
H -2.95428 -4.03269 -1.46132 0.0 0.0 0.0
H -1.12691 -5.16115 -2.75559 0.0 0.0 0.0
H 1.12149 -4.16684 -2.77215 0.0 0.1 0.0
H -2.39597 -1.93273 -0.24498 0.0 0.0 0.0
H 2.91979 -3.12217 -2.81166 0.1 0.0 0.0
H 5.05338 -1.92284 -2.60763 0.0 0.0 0.0
H 5.21032 0.07327 -1.14690 0.0 0.0 0.0
H 3.22956 0.90530 0.02837 0.0 0.0 0.0
C -4.08374 2.86658 1.22340 0.0 0.0 0.0
C -3.58278 4.27766 1.36889 0.0 -0.1 -0.1
C -4.29387 5.18944 2.14441 0.1 0.0 0.0
C -3.89805 6.51242 2.25697 0.0 0.0 0.0
C -2.76688 6.95101 1.58609 0.0 0.1 0.0
C -2.02958 6.05744 0.82935 0.0 0.0 0.0
C -2.42528 4.72732 0.71761 0.0 0.1 0.2
N -1.65044 3.85511 -0.08625 -0.1 -0.1 -0.2
C -1.12454 2.64727 0.30902 0.0 0.2 0.2
N -1.01536 2.48368 1.64034 0.1 0.1 -0.1
C -0.58855 1.35164 2.38121 0.1 -0.5 0.1
C -0.15520 0.18003 1.75525 0.0 -0.1 -0.2
C 0.24373 -0.86699 2.59264 -0.1 0.2 0.2
C 0.21807 -0.75748 3.97430 0.1 -0.1 0.0
C -0.21924 0.42176 4.55948 0.0 0.1 0.0
C -0.63098 1.48927 3.77815 -0.1 0.2 0.1
C -1.10422 2.76778 4.42805 0.1 -0.1 0.0
N -0.73751 1.75949 -0.55438 0.0 -0.1 -0.3
C -1.00396 1.95019 -1.93607 -0.1 0.3 -0.2
C -2.21553 1.51383 -2.47078 0.1 -0.1 0.0
C -2.47371 1.63810 -3.82563 0.0 0.0 0.0
C -1.52016 2.20086 -4.65966 0.0 0.0 0.0
C -0.31624 2.64069 -4.12911 0.0 0.0 0.0
C -0.03960 2.53334 -2.77101 0.0 0.0 0.2
C 1.24625 3.04508 -2.18492 -0.1 -0.1 0.0
H -5.14897 2.82461 1.44544 0.0 0.0 0.0
H -3.57081 2.18418 1.90478 0.0 0.0 0.0
H -3.92704 2.49896 0.20900 0.0 0.0 0.0
H -5.19077 4.85087 2.64914 0.0 0.0 0.0
H -4.47849 7.20177 2.85615 0.0 0.0 0.0
H -2.44953 7.98234 1.66646 0.0 0.0 0.0
H -1.13241 6.38438 0.31763 0.0 0.0 0.0
H -1.51279 4.09559 -1.05481 -0.1 0.0 0.0
H -1.27293 3.29165 2.18279 0.0 0.0 0.0
H 0.59874 -1.79092 2.14710 0.0 0.0 0.0
H 0.54237 -1.58333 4.59741 0.0 0.0 0.0
H -0.24099 0.52374 5.63856 0.0 0.0 0.0
H -1.10006 2.66076 5.51127 0.0 0.0 0.0
H -2.12498 3.02752 4.12844 0.0 0.0 0.0
H -0.45294 3.61206 4.17907 0.0 0.0 0.0
H -2.94126 1.05044 -1.81251 0.0 0.0 0.0
H -3.41507 1.28827 -4.23002 0.0 0.0 0.0
H -1.71340 2.29729 -5.72025 0.0 0.0 0.0
H 0.43077 3.08142 -4.77878 0.0 0.0 0.0
H 1.93024 3.36845 -2.96801 0.0 0.0 0.0
H 1.72927 2.26725 -1.59545 0.1 0.0 0.0
H 1.05705 3.89096 -1.51794 0.1 0.0 0.0
```
Positions in Å, forces in eV/Å.

Frontier orbital gap (alpha / beta)   0.273 / 0.297 hartree
<S²>   2.010
HOMO (alpha / beta)   -6.83 / -7.70 eV
Spin multiplicity   3

Charges in e, computed with Mulliken, in the same order as the atoms: atom 1 (Ni): -0.278, atom 2 (C): -0.886, atom 3 (C): -0.382, atom 4 (C): -0.943, atom 5 (C): 1.062, atom 6 (N): 0.327, atom 7 (C): -0.243, atom 8 (C): 0.053, atom 9 (C): -0.687, atom 10 (C): -0.750, atom 11 (C): -0.745, atom 12 (C): 0.234, atom 13 (C): -0.083, atom 14 (H): 0.402, atom 15 (H): 0.426, atom 16 (H): 0.370, atom 17 (H): 0.489, atom 18 (H): 0.308, atom 19 (H): 0.387, atom 20 (H): 0.391, atom 21 (H): 0.476, atom 22 (C): -1.130, atom 23 (C): 1.459, atom 24 (C): -0.774, atom 25 (C): -0.680, atom 26 (C): -0.579, atom 27 (C): -0.715, atom 28 (C): -0.317, atom 29 (N): 0.302, atom 30 (C): 0.422, atom 31 (N): -0.002, atom 32 (C): 0.977, atom 33 (C): -0.317, atom 34 (C): -0.344, atom 35 (C): -1.115, atom 36 (C): -0.721, atom 37 (C): 0.915, atom 38 (C): -1.486, atom 39 (N): -0.445, atom 40 (C): -1.096, atom 41 (C): 0.146, atom 42 (C): -0.939, atom 43 (C): -0.601, atom 44 (C): -0.820, atom 45 (C): 1.543, atom 46 (C): -1.122, atom 47 (H): 0.547, atom 48 (H): 0.222, atom 49 (H): 0.088, atom 50 (H): 0.420, atom 51 (H): 0.399, atom 52 (H): 0.388, atom 53 (H): 0.480, atom 54 (H): 0.342, atom 55 (H): 0.031, atom 56 (H): 0.406, atom 57 (H): 0.393, atom 58 (H): 0.315, atom 59 (H): 0.375, atom 60 (H): 0.269, atom 61 (H): 0.372, atom 62 (H): 0.466, atom 63 (H): 0.412, atom 64 (H): 0.419, atom 65 (H): 0.411, atom 66 (H): 0.430, atom 67 (H): 0.110, atom 68 (H): 0.214

Calculated calculated total energy (hartree), listed in the same order as above: -235.623286 -306.484602 -2343.077954 -3002.862857